# 1
{"formula": "C29H45BNdO2P2", "method": "ωB97M-V with the def2-TZVPD basis set", "elements": ["Nd", "C", "C", "C", "C", "C", "C", "H", "H", "H", "C", "H", "H", "H", "C", "H", "H", "H", "C", "H", "H", "H", "C", "H", "H", "H", "C", "C", "C", "C", "C", "C", "C", "C", "H", "H", "H", "H", "H", "H", "H", "H", "H", "H", "H", "H", "P", "C", "C", "P", "C", "C", "C", "H", "H", "H", "H", "H", "H", "H", "H", "H", "H", "H", "H", "H", "H", "O", "B", "O", "C", "C", "C", "C", "C", "C", "H", "H", "H", "H"], "coordinates": [[-1.4053, 1.2458, -0.3972], [1.3068, 1.8020, -0.9525], [0.6330, 1.5581, -2.1879], [-0.2723, 3.4648, -1.2297], [0.7733, 2.9863, -0.3845], [-0.3441, 2.5948, -2.3626], [2.5973, 1.1941, -0.5021], [2.7615, 0.1969, -0.9204], [2.6352, 1.1214, 0.5925], [3.4570, 1.8198, -0.7959], [1.4834, 3.7755, 0.6600], [2.4838, 4.0709, 0.2938], [1.6261, 3.1941, 1.5773], [0.9226, 4.6737, 0.9379], [-1.0041, 4.7532, -1.0236], [-0.2984, 5.5968, -1.0965], [-1.4847, 4.8125, -0.0334], [-1.7920, 4.8935, -1.7718], [-1.1457, 2.8474, -3.6017], [-1.1632, 3.9241, -3.8193], [-2.1965, 2.5363, -3.5160], [-0.7167, 2.3202, -4.4637], [1.0970, 0.6135, -3.2509], [1.1311, 1.1233, -4.2243], [0.4474, -0.2668, -3.3703], [2.1033, 0.2404, -3.0328], [3.1164, -2.2141, 1.0520], [3.3784, -3.2457, 0.2293], [2.4466, -4.3579, -0.1940], [1.0533, -4.4524, 0.4783], [0.0247, -3.5467, -0.2244], [0.5825, -2.2326, -0.6042], [0.8249, -1.3022, 0.5542], [1.7776, -1.8397, 1.6329], [2.9417, -5.3198, 0.0313], [1.1145, -4.2505, 1.5535], [2.2993, -4.3423, -1.2885], [1.3056, -2.6615, 2.1978], [3.9356, -1.5983, 1.4385], [4.4256, -3.4116, -0.0817], [1.8862, -1.0241, 2.3627], [1.2286, -0.3613, 0.1767], [1.3250, -2.2076, -1.4046], [-0.1650, -0.9038, 1.1577], [0.6866, -5.4945, 0.4138], [-0.2844, -4.1240, -1.0956], [-1.6058, -3.0715, 0.5494], [-1.5607, -3.1123, 2.3281], [-2.6008, -4.4913, 0.0488], [-1.0479, -1.0778, -1.5431], [-2.3051, -1.6506, -0.2580], [-1.0816, -2.3040, -2.8870], [-2.4766, 0.0085, -2.4379], [-1.3793, -2.1298, 2.7698], [-0.8045, -3.8222, 2.6897], [-2.5377, -3.4917, 2.6649], [-3.2275, -4.7706, 0.9035], [-2.0022, -5.3696, -0.2455], [-3.2401, -4.1951, -0.7908], [-3.2859, -0.7128, -2.5892], [-2.0836, 0.3409, -3.4063], [-2.9950, 0.8795, -1.9383], [-2.6287, -0.9144, 0.5223], [-3.2268, -1.9793, -0.7674], [-1.0797, -1.8081, -3.8676], [-2.0159, -2.8654, -2.7919], [-0.2245, -2.9823, -2.8447], [-1.3866, 1.5579, 1.9449], [-0.4781, 0.4251, 2.1722], [0.3591, 0.8464, 3.2183], [-0.0074, 2.1083, 3.6093], [0.7385, 2.9831, 4.3872], [0.3950, 4.3362, 4.3454], [-0.6444, 4.8101, 3.5364], [-1.4153, 3.9131, 2.7702], [-1.0739, 2.5761, 2.8593], [1.5721, 2.6151, 4.9784], [0.9456, 5.0620, 4.9549], [-0.8954, 5.8778, 3.4971], [-2.2389, 4.2069, 2.1076]], "s_squared": 3.760, "spin_multiplicity": 4, "homo_energy_ev": [-8.9, -8.9], "charge": 1, "lumo_energy_ev": [-2.92, -2.88], "orbital_gap_ev": [5.979, 6.005]}

=====

# 2
{"formula": "C29H46B3Cl2O16PS", "method": "ωB97M-V with the def2-TZVPD basis set", "elements": ["C", "C", "Cl", "C", "Cl", "B", "O", "B", "C", "C", "O", "O", "B", "P", "S", "O", "H", "H", "H", "H", "H", "H", "H", "H", "H", "H", "O", "C", "O", "C", "C", "C", "H", "H", "H", "H", "H", "H", "O", "C", "O", "C", "C", "C", "H", "H", "H", "H", "H", "H", "O", "C", "O", "C", "C", "C", "H", "H", "H", "H", "H", "H", "O", "C", "O", "C", "C", "C", "H", "H", "H", "H", "H", "H", "O", "C", "O", "C", "C", "C", "H", "H", "H", "H", "H", "H", "O", "C", "O", "C", "C", "C", "H", "H", "H", "H", "H", "H"], "coordinates": [[0.3508, -3.4195, 0.8613], [-0.7102, -4.4801, 0.6577], [-1.1650, -5.2869, 2.1108], [-1.2664, -4.8069, -0.5505], [-2.4768, -6.0270, -0.7214], [-0.8572, -4.1285, -1.8877], [-0.5984, -2.7743, -2.0004], [0.4446, -2.3736, -2.8452], [1.1860, -1.0217, -2.6843], [2.7237, -1.1910, -2.7470], [3.4032, -0.5413, -1.6789], [0.8257, -3.2629, -3.8727], [0.5779, -4.5839, -3.5626], [1.9664, -5.9640, -3.6791], [1.2974, -7.7820, -3.4228], [-0.6457, -4.9091, -3.0325], [-0.1027, -2.4387, 1.0350], [0.9263, -3.6449, 1.7604], [1.0469, -3.3772, 0.0269], [0.8994, -0.4026, -3.5418], [0.8997, -0.4966, -1.7743], [3.0082, -2.2509, -2.7467], [3.1204, -0.7646, -3.6709], [2.8940, -0.6628, -0.8840], [2.6452, -5.7238, -4.8836], [2.8861, -5.5850, -2.6869], [-0.5908, 1.8395, -2.4812], [0.2878, 2.5475, -2.8803], [1.2965, 2.0734, -3.6423], [2.2723, 3.1097, -3.8983], [1.5210, 4.4166, -3.6993], [0.4980, 4.0287, -2.6291], [3.0929, 2.9877, -3.1894], [2.6572, 2.9815, -4.9052], [2.1699, 5.2388, -3.4293], [1.0004, 4.6911, -4.6169], [0.8936, 4.1430, -1.6176], [-0.4454, 4.5614, -2.7091], [1.1874, -0.2331, 4.7362], [0.1640, -0.8334, 4.6093], [-0.1808, -1.4153, 3.4323], [-1.5021, -1.9784, 3.5210], [-1.7430, -2.2022, 5.0066], [-0.9368, -1.0628, 5.6297], [-2.2053, -1.2663, 3.0781], [-1.5232, -2.9110, 2.9594], [-2.8005, -2.2048, 5.2659], [-1.3131, -3.1591, 5.3019], [-1.5128, -0.1392, 5.7164], [-0.5055, -1.3118, 6.5947], [-0.3930, -4.8772, 6.1570], [-0.9824, -5.8805, 6.4409], [-0.5749, -6.7086, 7.4224], [-1.4193, -7.8768, 7.4653], [-2.7242, -7.4531, 6.7965], [-2.2294, -6.4260, 5.7806], [-0.9152, -8.6795, 6.9231], [-1.5362, -8.1739, 8.5041], [-3.2741, -8.2854, 6.3644], [-3.3745, -6.9626, 7.5204], [-1.9387, -6.8857, 4.8329], [-2.9447, -5.6329, 5.5967], [3.8931, 5.7999, -5.0679], [3.5155, 6.8341, -5.5423], [2.3278, 7.3701, -5.2109], [2.0752, 8.5629, -5.9795], [3.4497, 9.0359, -6.4334], [4.2085, 7.7132, -6.5658], [1.4364, 8.2965, -6.8258], [1.5611, 9.2768, -5.3482], [3.4142, 9.6289, -7.3446], [3.8999, 9.6416, -5.6490], [4.0867, 7.2529, -7.5478], [5.2670, 7.7921, -6.3361], [-5.3480, -5.7457, 5.5201], [-5.5238, -5.2614, 4.4404], [-4.6052, -4.4501, 3.8704], [-5.0993, -3.9235, 2.6234], [-6.1800, -4.9037, 2.1819], [-6.7245, -5.3943, 3.5246], [-5.4964, -2.9231, 2.8100], [-4.2681, -3.8515, 1.9276], [-6.9248, -4.4500, 1.5325], [-5.7238, -5.7344, 1.6445], [-7.5184, -4.7536, 3.9116], [-7.0707, -6.4233, 3.5064], [2.7518, 10.1456, -3.4445], [2.5044, 9.6028, -2.4064], [1.5949, 8.6129, -2.3216], [1.4165, 8.2054, -0.9527], [2.6943, 8.6379, -0.2405], [3.0810, 9.8880, -1.0329], [0.5309, 8.7085, -0.5599], [1.2479, 7.1319, -0.9351], [2.5520, 8.8049, 0.8243], [3.4619, 7.8734, -0.3631], [2.6047, 10.7903, -0.6462], [4.1527, 10.0489, -1.1004]], "e_above_lowest_kcal_mol": 7.5, "spin_multiplicity": 1, "homo_energy_ev": -8.4, "lumo_energy_ev": 0.22, "orbital_gap_ev": 8.647}